1.
Density functional theory data (the ωB97M-V functional and the def2-TZVPD basis) for a 2-piece molecular cluster, C3H8N2O2 overall.

Each line ends with the Löwdin charge.
Atoms and positions in Å:
H: 0.6820 0.4583 0.5390  0.10
H: 0.2237 -2.2863 0.6776  0.10
O: 0.8294 2.7536 -0.7881  0.02
H: -1.9909 -0.9877 0.9583  0.09
H: 1.2023 0.1789 -2.3304  0.13
H: -0.5708 -0.1713 -0.6804  0.08
C: -1.1829 -1.0777 1.6962  -0.10
N: 0.1044 -1.3560 1.0605  -0.14
H: -1.4377 -1.8954 2.3654  0.09
O: -0.8000 1.5723 -1.8016  0.01
N: 1.2723 0.6352 -1.4253  0.15
H: -1.1177 -0.1237 2.2172  0.09
C: 0.2580 -0.3763 -0.0078  0.07
C: 0.3158 1.7719 -1.3229  -0.82
H: 2.2123 0.9042 -1.1576  0.13

The HOMO energy is -0.345 Eh. The calculation puts the HOMO-LUMO gap at 7.917 eV. Its total energy is -378.96634 hartree.

2.
Density functional theory data (the ωB97M-V functional and the def2-TZVPD basis) for one molecule with the formula C11H19NOSi.

Each line ends with the Löwdin charge.
Atoms and positions in Å:
C: 1.7991 -2.8443 -2.4868  -0.19
H: -0.1002 -1.1308 -4.4786  0.04
H: 1.1647 -3.7349 -2.6605  0.03
H: 2.5723 -3.0985 -1.7579  0.03
C: -0.5790 2.0742 2.2764  -0.25
H: 2.6391 -0.2549 -1.3205  0.04
C: -1.9600 0.9405 0.5275  -0.04
H: 1.3182 0.3921 -0.3624  0.04
C: -0.2978 -0.2373 1.6712  -0.04
H: 0.3310 2.6021 4.6688  0.09
H: 0.1197 -1.1599 1.8719  0.09
C: -0.6625 -1.0964 -3.4959  -0.17
H: 1.3002 0.9450 -2.0044  0.01
H: -1.1528 -0.1059 -3.3855  0.03
H: 1.5675 3.0136 3.5216  0.06
N: -0.2729 -2.0419 -0.7214  -0.12
H: -2.0107 -0.9447 -1.1361  0.09
H: 0.8058 0.6587 3.0994  0.07
Si: 0.6431 -1.4164 -2.0755  0.47
H: 0.7703 4.4193 4.3047  0.12
H: -2.2190 2.8795 1.2899  0.08
O: -0.1867 3.2728 2.8031  -0.10
C: 0.0407 0.8338 2.4695  -0.01
C: -1.4559 -1.3175 -0.2741  -0.27
C: 1.5776 0.0765 -1.4243  -0.17
H: 2.2906 -2.7199 -3.4514  0.02
H: -2.6611 1.0277 -0.2977  0.12
C: -1.2588 -0.2110 0.6498  -0.27
C: -1.6856 2.0028 1.3793  0.01
H: -2.2517 -1.9974 0.1782  0.14
C: 0.6877 3.3343 3.9525  -0.04
H: 0.3138 -2.1415 0.1264  0.08
H: -1.1869 -2.0196 -3.4571  0.00

The HOMO energy is -0.302 Eh. The calculation puts the HOMO-LUMO gap at 9.053 eV. As for the SMILES: COc1ccc(CN[Si](C)(C)C)cc1. Its total energy is -850.00867 hartree.

3.
Density functional theory data (the ωB97M-V functional and the def2-TZVPD basis) for one molecule with the formula C8H18SSi.

Each line ends with the Löwdin charge.
Atoms and positions in Å:
C: -2.1243 -1.5136 -1.5425  -0.22
H: -0.1286 1.5756 0.0817  0.10
H: -1.5318 2.9635 1.7008  0.07
H: -2.4513 -2.3605 0.3157  0.09
C: 2.2298 -1.4541 0.6761  -0.58
C: 2.1254 0.7820 -0.7536  -0.57
C: -1.6994 1.8608 1.6466  -0.21
S: 3.0663 -0.0799 0.3156  1.02
H: -3.0568 -1.8059 -2.0187  0.05
H: 2.7062 -2.2883 1.1365  0.05
H: 0.6699 -2.7401 0.4935  0.08
H: -1.3985 -2.3979 -1.8920  0.10
C: 0.9440 -1.7423 0.1194  -0.38
H: -0.5323 -1.1209 2.3959  0.01
C: 2.7106 2.0335 -1.3587  -0.19
H: 0.8908 -1.6511 -0.9812  0.07
H: -1.8051 -0.6155 -2.0800  0.05
H: 3.0737 1.7669 -2.3064  0.05
H: 1.4538 0.3771 -1.5050  0.06
H: 3.4260 2.4635 -0.5889  0.08
C: -2.1451 -1.2994 -0.0362  -0.34
H: 0.2503 1.1782 1.8833  0.04
H: -2.9310 -0.5524 0.1392  0.05
Si: -0.5136 -0.7547 0.9419  0.71
H: -2.4755 1.8848 0.7878  0.09
H: -2.1640 1.5796 2.6054  0.07
C: -0.5079 1.1381 1.1293  -0.41
H: 1.9183 2.7731 -1.3053  0.06

The HOMO energy (spin up / spin down) is -0.259 / -0.255 Eh. The calculation puts the HOMO-LUMO gap (spin up / spin down) at 7.521 / 7.427 eV. Its total energy is -1003.15378 hartree.

4.
Density functional theory data (the ωB97M-V functional and the def2-TZVPD basis) for a 2-piece molecular cluster, C5H15N2O overall.

Each line ends with the Löwdin charge.
Atoms and positions in Å:
H: 0.8744 0.7643 -2.2574  0.08
H: 2.1216 0.0847 -1.3567  0.03
N: 0.1891 -1.1810 0.3908  0.10
C: -2.1328 -0.7023 -1.1923  -0.04
H: -2.3206 -0.5333 -2.2262  0.09
H: -3.1231 -0.8023 -0.6273  0.13
C: 0.8084 1.1243 -0.1192  -0.17
C: -0.1070 -0.0094 -0.1124  -0.37
H: -1.3776 1.2998 -1.0112  0.17
H: -1.3437 0.6843 3.0280  0.10
C: 1.4319 -1.5720 1.0986  0.02
H: 1.1884 -1.7997 2.1241  0.09
H: -1.6763 -1.6682 -1.1824  0.07
H: -0.6368 -1.7516 0.2290  0.14
H: -2.3350 1.0168 1.9353  0.06
H: 2.2483 -0.8690 1.0631  0.09
C: 1.5443 0.8889 -1.4400  -0.05
O: -1.3689 1.0175 2.0690  -0.07
N: -1.1609 0.3271 -0.8797  0.04
H: 1.6223 1.2431 0.6558  0.15
H: 2.2228 1.7863 -1.6592  0.13
H: 1.8114 -2.4786 0.6640  0.09
H: 0.3957 2.1078 -0.0347  0.12

The HOMO energy is -0.528 Eh. The calculation puts the HOMO-LUMO gap at 11.603 eV. The total charge is +1. Its total energy is -383.99662 hartree.

5.
Density functional theory data (the ωB97M-V functional and the def2-TZVPD basis) for C19H31AsFeNO3SSbSe as an isolated structure.

Each line ends with the Löwdin charge.
Atoms and positions in Å:
H: -4.3925 0.5768 -0.3250  0.06
C: -0.3729 5.9316 1.9923  -0.23
C: 0.1826 -0.1960 -4.9257  -0.37
H: 4.9378 -0.1978 4.4635  0.08
H: -3.3622 1.6053 0.7293  0.06
C: 2.9037 0.0566 3.8293  -0.05
H: -0.0478 -1.0999 -5.4942  0.01
H: -0.6144 -2.3025 -1.7232  -0.01
H: -2.9901 0.0349 -4.2403  0.00
C: 3.0688 4.6428 1.0724  -0.20
O: 0.3875 0.8753 4.3576  -0.02
As: -0.6878 -0.2138 -3.1465  1.05
H: 1.2619 -0.1285 -4.7834  0.01
C: 1.9759 0.1056 2.7851  -0.15
H: -0.9856 5.6746 -0.0687  0.03
H: 3.3199 4.6054 0.0102  0.05
C: -2.4612 -0.7967 -3.7723  -0.35
H: 4.0117 4.6357 1.6297  0.06
H: 2.6910 2.5225 1.2331  0.02
C: 4.2532 -0.1604 3.6236  -0.12
H: -3.1912 1.7362 -1.0117  0.05
C: 2.1911 3.4622 1.4687  -0.44
H: -0.2417 -2.7121 -3.4135  0.02
C: -3.4036 1.0322 -0.2011  -0.13
H: -1.2116 5.3886 2.4346  0.05
C: 0.5346 0.3863 3.2332  -0.63
H: -2.3768 -1.6206 -4.4841  0.01
H: -0.1446 0.6786 -5.4903  0.00
H: 5.7629 -0.4971 2.1213  0.08
C: 1.0040 3.2701 -1.5530  -0.47
H: 2.0066 3.4443 2.5450  0.05
C: -0.0698 -1.9882 -2.6138  -0.35
H: 0.2871 2.6645 -2.1097  -0.01
C: 2.4351 -0.0628 1.4623  -0.61
Fe: -0.6336 -0.8599 0.7029  0.47
H: 1.6161 4.4630 -3.2661  0.05
C: -2.3200 -0.0241 -0.1315  -0.46
N: -0.3388 -2.9145 0.8580  0.00
H: -0.5997 7.0017 2.0575  0.05
H: 2.5841 5.6027 1.2630  0.04
C: 4.7099 -0.3260 2.3205  -0.13
O: -2.7448 -1.2042 -0.1238  -0.16
H: 0.9885 -1.9476 -2.3603  0.00
H: 0.7270 6.0228 0.1255  0.02
H: 0.3125 5.1881 -2.3259  0.05
H: -3.0281 -1.1289 -2.9018  0.00
Sb: 0.2551 3.3021 0.4946  1.38
S: 1.4719 0.0747 -0.0106  0.54
H: 4.1600 -0.3987 0.2536  0.08
H: 1.9575 5.2272 -1.7144  0.04
H: 1.9166 2.6738 -1.5051  0.02
H: 0.4951 5.7406 2.6291  0.05
C: 1.2354 4.6075 -2.2485  -0.22
C: -0.1116 5.4753 0.5588  -0.50
C: 3.8136 -0.2741 1.2726  -0.16
H: 2.5119 0.2134 4.8254  0.10
Se: 0.0968 -5.8270 1.0682  0.30
O: -0.4291 0.0878 2.4545  -0.16
C: -0.1699 -4.0595 0.9467  -0.95

The HOMO energy (spin up / spin down) is -0.045 / -0.065 Eh. The calculation puts the HOMO-LUMO gap (spin up / spin down) at 5.812 / 6.352 eV. As for the expectation value of S²: 6.023. The total charge is -2. The multiplicity is 5. Its total energy is -7562.46105 hartree.

6.
Density functional theory data (the ωB97M-V functional and the def2-TZVPD basis) for C34H46AsCl2IrN2O4STe as an isolated structure.

Each line ends with the Löwdin charge.
Atoms and positions in Å:
H: -0.0762 -7.8013 -0.2630  0.07
H: 3.6617 4.5635 0.2974  0.10
H: 7.1285 0.2917 1.7271  0.11
Cl: 0.3320 1.7430 5.5190  0.63
C: 2.4255 5.9853 -0.7423  -0.08
O: 2.2399 -0.9273 4.0742  0.02
C: -2.8087 4.7224 1.4463  -0.09
O: 1.1905 0.5765 2.7578  -0.25
H: -2.9508 0.9077 2.6588  0.08
H: 6.3901 -0.9863 3.7244  0.08
C: 0.7100 3.8509 -1.1853  -0.02
C: -0.5694 3.2996 2.2589  -0.05
C: 4.0302 0.9788 0.8779  -0.64
C: 2.1970 2.3058 0.0953  -0.40
C: 6.0764 0.0417 1.8599  -0.24
C: -0.4696 4.6520 1.9703  -0.07
O: 1.1740 1.5547 0.1810  -0.28
H: 3.3082 -4.6559 -0.7057  0.08
H: -1.7896 -2.2346 -3.1931  0.08
C: -1.0144 -3.5451 -1.6763  -0.32
H: -3.2862 0.8079 -0.4411  0.04
H: -1.9238 1.9432 -0.5316  0.02
H: -2.4036 -5.1649 -1.5896  0.12
H: -0.1957 -4.1417 3.2173  0.08
C: 1.9244 1.2555 4.8995  -0.97
H: -1.5024 6.4222 1.3302  0.10
C: 1.5233 -3.1984 2.3224  -0.26
H: 5.9738 0.7206 3.9161  0.07
C: 5.7674 -0.1790 3.3352  -0.07
C: 0.8635 -5.4107 -0.8347  -0.02
H: 5.6514 2.8656 0.1661  0.11
H: 2.3950 -2.6227 2.6164  0.07
H: 2.9086 -3.0292 -0.1401  0.00
C: -1.5860 5.3679 1.5609  -0.09
C: 1.8876 3.6556 -0.4699  -0.13
C: -0.4531 -5.8101 -0.9910  -0.27
C: 0.3966 5.1044 -1.6841  -0.07
H: 4.7233 -0.4551 3.4792  0.04
C: -2.3755 -1.5638 1.3040  -0.25
O: 0.7153 -2.3464 1.4570  -0.30
C: -2.2038 0.8909 -0.5406  -0.27
H: -0.5194 5.2483 -2.2424  0.11
C: 0.3176 -3.1380 -1.4620  -0.52
C: -0.8766 -7.2296 -0.7311  -0.05
C: -2.0659 -2.6068 -2.2055  -0.09
H: 6.2554 4.3357 2.0818  0.08
H: 0.0460 3.0127 -1.3447  0.11
H: 1.2960 -4.2536 4.1666  0.09
H: 5.9967 3.0010 3.2104  0.06
H: -2.1844 -1.7294 -1.5713  0.02
C: 2.7299 -3.7593 -0.9301  -0.10
H: 1.6058 -6.1386 -0.5240  0.12
C: 0.7042 -3.6029 3.5210  -0.06
Cl: 2.8170 2.6538 4.2633  0.64
C: -1.7939 2.6434 2.1507  -0.30
H: 0.3051 2.7399 2.5645  0.07
C: 5.9722 2.4356 1.1127  -0.20
As: -1.3353 0.0360 0.9616  1.08
S: 3.3962 -0.6182 0.8704  0.72
H: -3.6877 5.2718 1.1333  0.10
C: -2.9096 3.3698 1.7409  -0.07
C: 1.2711 -4.0973 -1.0771  -0.34
H: 0.4911 5.1455 2.0537  0.11
H: -1.1467 -7.7303 -1.6628  0.08
C: -1.9132 1.1757 2.4498  -0.28
H: 4.6353 3.6477 2.2881  0.03
C: 5.6976 3.4120 2.2460  -0.09
C: 1.2502 6.1752 -1.4571  -0.08
Te: 0.8938 -1.0940 -1.7089  0.98
N: 5.3059 1.1374 1.2679  -0.11
H: 3.1127 -3.3065 -1.8450  0.07
H: 7.0402 2.2284 1.0436  0.11
H: 1.0010 7.1574 -1.8382  0.10
H: -1.7492 -7.2654 -0.0773  0.08
H: -2.1014 -2.3495 0.6019  0.01
H: -3.8702 2.8722 1.6594  0.11
H: 5.8904 -0.8689 1.2912  0.08
C: -1.3730 -4.8645 -1.4297  -0.02
C: 2.7485 4.7275 -0.2579  -0.02
Ir: 1.0594 -0.3416 0.8338  0.69
H: -3.0271 -3.1151 -2.2830  0.08
H: -1.8639 0.4293 -1.4645  -0.02
H: 2.4878 0.8561 5.7330  0.06
H: 3.0923 6.8192 -0.5636  0.10
H: -1.2969 0.8941 3.3030  0.04
H: 0.4912 -2.8445 0.6511  0.04
N: 3.4435 2.1077 0.4481  0.13
H: 0.4258 -2.7210 4.0956  0.07
H: -2.1458 -1.9076 2.3122  0.04
H: -3.4397 -1.3455 1.2218  0.04
C: 1.7834 0.1742 3.8104  -0.76
H: 1.8277 -4.0629 1.7307  0.11

The HOMO energy is -0.259 Eh. The calculation puts the HOMO-LUMO gap at 7.297 eV. Its total energy is -5660.48005 hartree.